Record 1
C33H38BiF5N2P2Si2 | ωB97M-V with the def2-TZVPD basis set

The geometry in ORCA input format:
```
! wB97M-V def2-TZVPD RIJCOSX def2/J DEFGRID3
* xyz 0 1
P 1.03084 2.04357 0.12007
C -0.79823 -2.96690 4.18871
Si -1.83914 3.15317 -0.59966
Bi -0.45398 -0.35145 -0.40317
C 4.30047 -3.04325 3.45952
C 1.31728 2.17468 -2.67370
H 0.27772 -2.99984 4.37910
H -1.86496 4.13238 1.69290
H 0.95159 4.84295 -0.53449
Si -1.15363 -2.61676 2.38241
C 2.77833 4.55278 2.85251
H 4.61036 -1.77869 5.16312
C 2.98493 -1.08991 3.94901
H -0.34863 2.39727 2.40901
F 1.12797 -2.56247 -4.10448
H -3.34662 1.32442 -1.36236
C 2.05308 2.31886 -3.84515
H -2.35171 4.79152 -2.38441
N -0.56511 2.06577 -0.17366
P 0.85602 -0.24275 2.22766
H -3.54846 -3.30812 2.40176
C 1.44621 4.76145 0.42742
N -0.43406 -1.13583 1.84167
C -0.56588 -4.09121 1.38346
C 0.32620 0.77700 3.64611
H 3.82703 2.47525 -0.42483
C 2.52967 -2.38054 1.97790
H 2.80387 -0.22998 4.57952
C -2.01873 4.51467 0.68124
C 0.31350 0.26250 4.94347
C 1.36413 0.49755 0.76016
H 3.30857 4.46714 3.79205
C 3.32715 2.43436 -1.38575
C 1.62292 3.50946 1.01336
H 5.13108 2.71823 -2.49751
H 0.38549 -4.47214 1.76121
H 1.55410 2.26157 -4.80381
H -3.22116 -2.19965 1.07111
H -1.31450 5.33238 0.52271
H -4.28014 2.70478 -0.79505
C 1.01009 -1.49836 -1.96561
C 2.57232 5.79770 2.27823
H -1.24815 -2.22094 4.84598
H -3.52167 1.61565 0.37190
C 4.02070 -1.95779 4.27324
H -1.20799 -3.94340 4.45955
H -0.42923 -3.84979 0.32778
H 0.71512 -0.72006 5.14527
H 3.99342 2.62117 -4.69611
F 2.34555 -1.29712 -1.93711
H -3.02784 4.93246 0.63495
C -0.27361 2.01200 3.41633
C -0.23529 0.99132 5.98770
C 1.90961 5.90183 1.06106
C 3.42048 2.51599 -3.78394
C -3.39002 2.10392 -0.59688
C -2.99609 -2.40898 2.12064
C 1.94504 2.24209 -1.43978
H 5.10414 -3.72139 3.71570
H 2.93810 6.68881 2.77180
C 2.30753 3.41110 2.21859
H 1.76479 6.87120 0.60206
F -0.77766 -1.74781 -3.45709
C 0.55867 -1.55995 -3.42240
C 2.21293 -1.30703 2.81241
H -0.23214 0.57747 6.98789
F 0.82526 -0.42209 -4.07335
H -1.21909 2.80861 6.56704
C 3.55843 -3.24710 2.30234
H 0.24512 2.03151 -2.72487
H 1.97439 -2.53242 1.05945
H 3.78910 -4.07593 1.64568
H 2.48166 2.43713 2.65913
H -3.37539 -1.57434 2.71394
H -0.64641 4.34536 -2.45061
C 4.06025 2.57014 -2.54889
H -1.86991 3.25256 -3.09601
C -0.79298 2.23976 5.75077
F 0.78361 -2.78993 -1.48708
C -0.82166 2.74321 4.45916
C -1.65389 3.95588 -2.28810
H -1.29602 -4.90204 1.44606
H -1.27584 3.70527 4.25773
*
```

Output
M   884.77 g mol⁻¹
HOMO-LUMO gap   8.0 eV
Max |F|   0.75 eV Å⁻¹

Mulliken analysis output, partial charges in e: P 1.2590; C -1.0143; Si -0.1227; Bi 0.7590; C -0.5405; C -0.2625; H 0.2739; H 0.0249; H 0.4731; Si -0.2243; C -0.6252; H 0.4219; C -0.4334; H -0.4150; F -0.2688; H 0.3054; C -0.9610; H 0.4551; N 0.2686; P 2.4308; H 0.3365; C -0.8218; N 0.4472; C -0.8976; C 0.5071; H 0.4074; C -0.7917; H 0.4018; C -0.7687; C -0.8280; C -1.7987; H 0.4803; C -0.6622; C 0.9663; H 0.4119; H 0.2576; H 0.4349; H 0.2882; H 0.2931; H 0.3791; C -0.0052; C -0.6655; H 0.2960; H 0.2718; C -0.7758; H 0.4640; H 0.1985; H 0.6432; H 0.4066; F -0.2681; H 0.4815; C 0.3293; C -1.1175; C -0.6407; C -0.6496; C -1.1477; C -1.0797; C 0.8244; H 0.3892; H 0.3765; C -0.1917; H 0.4580; F -0.2778; C 0.6092; C 0.4556; H 0.4437; F -0.1628; H 0.3977; C -0.8345; H 0.4599; H 0.3977; H 0.4361; H 0.3493; H 0.3152; H 0.3349; C -0.7349; H 0.3249; C -0.7758; F -0.3100; C -0.6124; C -1.1644; H 0.4370; H 0.4671

***

Record 2
C33H38ClFeN4S3Se2 | ωB97M-V with the def2-TZVPD basis set

The geometry in ORCA input format:
```
! wB97M-V def2-TZVPD RIJCOSX def2/J DEFGRID3
* xyz 2 2
H 3.74661 3.63565 -4.91753
H -1.46490 2.42055 -1.62012
H -3.41426 -1.76774 0.55998
N -1.53605 -1.91526 1.40347
H 5.48906 2.79668 -6.44886
C 5.41783 2.25314 2.73783
H 2.02954 2.37398 2.66940
Cl -1.41912 -2.69391 -1.52421
H 1.97816 3.27390 -3.42596
C 3.49617 2.41709 -1.43207
C -5.19137 -4.20476 4.44606
C 3.84015 0.57046 1.74480
C 4.86079 2.09692 -5.91482
H -3.78465 -2.18127 -4.05830
H 3.13861 -0.06386 2.27949
H 6.24481 1.61201 2.45340
C -4.21366 -1.43997 -3.38797
S 0.88299 -0.01814 1.13456
C -2.86026 -2.13550 1.41366
H -4.75966 1.49862 -0.20460
C 2.04819 0.59682 0.05566
H -0.78145 -3.44865 4.29064
H 0.23550 -2.24592 2.42503
H 2.57810 -0.39650 -4.04685
H -5.08305 1.23060 -2.60253
C -4.08887 0.84287 -0.76030
H 2.48032 4.51155 3.81156
H -5.66737 -2.36413 5.46345
H -2.35343 3.36786 -0.38139
C 4.11181 1.86447 2.46765
Se -2.38604 0.93412 0.21494
C -2.79161 -3.29629 3.50180
H 3.17925 3.29100 -0.85657
N 3.28119 0.83863 0.39954
C -7.07002 -5.25462 3.43669
Fe -0.67659 -0.96497 -0.16188
C 3.05293 2.68285 2.85543
C -0.83438 -2.40419 2.44227
C 3.30354 3.88169 3.50219
C 2.00939 2.18287 -3.41894
C 5.66760 3.45303 3.39137
H -0.72857 2.75036 -0.02913
C 5.02727 0.73310 -6.09478
S 0.27422 0.09957 -1.96932
H -4.44152 -0.17909 -0.62398
H 4.66249 0.62154 -1.16190
H -8.07515 -2.51291 4.84920
H 0.95814 -2.60659 -1.47380
H -4.59059 -2.93699 2.34996
C -1.65819 2.55127 -0.55878
N -7.89028 -4.28227 3.82186
H 4.80554 5.19972 4.28227
C 3.88122 2.56784 -5.04954
H 6.68574 3.74650 3.60764
H 0.25120 -3.38570 0.01676
C 3.06309 1.67517 -4.36949
N 2.32287 1.77578 -2.03286
C -4.05952 1.23093 -2.22517
C 0.16704 -2.60766 -0.73443
H 4.76473 0.01329 1.58683
H -3.68062 2.24207 -2.36462
C -6.03669 -3.19318 4.87527
C 4.61190 4.26707 3.77011
C 4.21080 -0.16397 -5.41559
C 3.22986 0.30465 -4.55763
H 5.00527 1.92329 -0.00040
C -7.38014 -3.28189 4.53288
C 4.22139 1.42548 -0.56756
H 4.33266 -1.22797 -5.56817
H -5.18449 -1.13630 -3.77078
S -3.46032 -4.15868 4.85527
Se -3.00489 0.08218 -3.38524
C 1.62296 0.89321 -1.35751
H 1.01925 1.80751 -3.66494
H 5.78769 0.36579 -6.77041
H 4.14495 2.74328 -2.24305
C -1.40771 -3.08355 3.48790
H -4.31741 -1.87390 -2.39507
C -5.71052 -5.26756 3.72292
H -5.08235 -6.08498 3.39604
H -7.51627 -6.06605 2.87388
C -3.52087 -2.80202 2.41739
*
```

Output
M   836.11 g mol⁻¹
HOMO-LUMO gap (alpha / beta)   6.3 / 6.3 eV
⟨S²⟩   0.797
Max |F|   0.13 eV Å⁻¹

Mulliken analysis output, partial charges in e: H 0.4092; H 0.2434; H 0.3168; N 0.5349; H 0.4074; C -0.2798; H 0.3738; Cl -0.0170; H 0.4651; C -0.7372; C -0.0409; C -1.4104; C -0.6425; H 0.3562; H 0.5210; H 0.4131; C -1.0306; S -0.2866; C -0.8203; H 0.4873; C 0.6522; H 0.4426; H 0.5110; H 0.4022; H 0.5233; C -0.6272; H 0.4298; H 0.4277; H 0.4912; C 0.7411; Se 0.3309; C 1.3812; H 0.2977; N 0.2467; C -0.3559; Fe -0.3481; C -0.1599; C -0.3466; C -0.7704; C -1.3399; C -0.6511; H 0.2585; C -0.4416; S 0.0964; H 0.4077; H 0.3121; H 0.3860; H 0.4691; H 0.3871; C -1.0180; N -0.5573; H 0.4052; C -0.3213; H 0.4023; H 0.4929; C 0.5831; N 0.1887; C -1.0647; C -0.8586; H 0.4209; H 0.4075; C 0.0150; C -0.4476; C -0.7730; C -0.1387; H 0.5021; C -0.3634; C -0.7052; H 0.4270; H 0.3440; S -0.1751; Se 0.1629; C 0.3835; H 0.5367; H 0.4048; H 0.5067; C -1.3066; H 0.2690; C 0.0173; H 0.4245; H 0.3839; C -0.9654